Here is a molecular structure, C48H44FN3OP2PtSi at a distorted geometry from the OMol25 dataset. Energies are from wB97M-V/def2-TZVPD.

Geometry (Å):
Pt1 -0.14915 0.07827 0.08568
C1 -1.17276 3.41307 0.89440
Si1 -0.24122 2.31715 -0.33324
C2 -1.22831 2.42943 -1.95088
C3 -1.12367 3.41219 -2.93197
C4 -2.06536 3.50974 -3.94570
C5 -3.16219 2.65658 -3.96464
C6 -3.28642 1.67214 -2.99669
C7 -2.29455 1.52212 -2.03084
P1 -2.31478 0.16675 -0.79562
C8 -4.01001 0.34845 -0.09382
C9 -4.35563 1.58916 0.44324
C10 -5.61498 1.81082 0.97346
C11 -6.55416 0.78982 0.98420
C12 -6.22284 -0.44748 0.45913
C13 -4.96028 -0.67042 -0.07328
C14 -2.49306 -1.37928 -1.76212
C15 -2.61489 -2.56901 -1.03761
C16 -2.73602 -3.78655 -1.68619
C17 -2.71521 -3.84138 -3.07502
C18 -2.58309 -2.66856 -3.80303
C19 -2.48024 -1.44506 -3.15234
C20 1.50755 3.02697 -0.34522
C21 1.81800 4.38680 -0.30512
C22 3.12058 4.80929 -0.09136
C23 4.13076 3.87723 0.11646
C24 3.84431 2.52288 0.08309
C25 2.53943 2.10531 -0.15761
P2 2.07272 0.35344 -0.33459
C26 3.17820 -0.57977 0.76891
C27 2.66003 -0.92142 2.01486
C28 3.44834 -1.59712 2.93586
C29 4.75147 -1.94177 2.61197
C30 5.27538 -1.60353 1.36926
C31 4.49423 -0.92330 0.44893
C32 2.66007 0.04731 -2.04600
C33 3.20466 -1.17485 -2.43942
C34 3.54364 -1.40582 -3.76430
C35 3.32484 -0.42566 -4.72134
C36 2.76928 0.78969 -4.34324
C37 2.44361 1.02559 -3.01838
H1 -1.51522 4.32725 0.40297
H2 -0.53721 3.68170 1.73824
H3 -2.03200 2.89966 1.31817
H4 -0.30744 4.12577 -2.89509
H5 -1.96456 4.27184 -4.70847
H6 -3.91930 2.76047 -4.73141
H7 -4.14592 1.01054 -3.00339
H8 -3.64454 2.40141 0.42890
H9 -5.86088 2.78331 1.37900
H10 -7.54019 0.96090 1.39611
H11 -6.94919 -1.25000 0.45798
H12 -4.73839 -1.64278 -0.48570
H13 -2.61341 -2.53680 0.04623
H14 -2.85114 -4.69466 -1.10657
H15 -2.81400 -4.79151 -3.58477
H16 -2.57352 -2.69865 -4.88525
H17 -2.37875 -0.54149 -3.73836
H18 1.03293 5.12578 -0.41930
H19 3.34837 5.86739 -0.06159
H20 5.14160 4.20980 0.31526
H21 4.63029 1.79802 0.25750
H22 1.63995 -0.65507 2.26549
H23 3.02888 -1.84473 3.90366
H24 5.36676 -2.46832 3.33080
H25 6.29596 -1.86476 1.11965
H26 4.91594 -0.64786 -0.50964
H27 3.36549 -1.95521 -1.70659
H28 3.98144 -2.35493 -4.04839
H29 3.59515 -0.60391 -5.75417
H30 2.59212 1.56087 -5.08143
H31 2.01575 1.98088 -2.74029
F1 2.67676 -0.76158 7.12609
C38 1.90766 -0.43532 6.04931
C39 0.83841 -1.24499 5.70596
C40 0.05950 -0.91484 4.61380
C41 0.30604 0.23551 3.83296
C42 -0.49509 0.62046 2.71669
C43 1.41309 1.01848 4.22927
C44 2.20508 0.69697 5.31775
H32 0.62554 -2.12714 6.29606
H33 -0.75858 -1.56241 4.33987
H34 -0.28507 1.58185 2.28337
H35 -1.38592 0.05685 2.47501
H36 1.65042 1.90939 3.65651
H37 3.04851 1.31373 5.59996
C45 0.69548 -5.20632 -1.67563
N1 0.53958 -4.20158 -0.65759
C46 0.31435 -4.47644 0.74164
C47 0.06672 -3.07308 1.30237
O1 -0.13331 -2.83654 2.46143
N2 0.10383 -2.17516 0.24919
C48 0.35391 -2.88269 -0.85225
N3 0.46303 -2.31611 -2.05057
H38 1.28226 -6.03089 -1.27282
H39 1.24525 -4.80429 -2.52637
H40 -0.26560 -5.59554 -2.02474
H41 1.18036 -4.92961 1.22690
H42 -0.56193 -5.10836 0.90802
H43 0.21994 -1.32862 -2.09188
H44 0.37751 -2.86602 -2.88723

As for the net charge: 0. The value obtained for the LUMO energy (alpha / beta) is 0.005 / 0.005 Eh. The total energy is -89430.0755 eV. The value obtained for the HOMO energy (alpha / beta) is -4.753 / -4.754 eV. For the HOMO-LUMO gap (alpha / beta), the calculation gives 4.9 / 4.9 eV. The relative energy (zero: lowest compared OMol25 entry of this formula, charge and spin) is 23.9 kcal per mole.

Here is 5 unconnected molecules or ions with the total composition C13H36ClF4O16P4S at a distorted geometry from the OMol25 dataset. Energies are from wB97M-V/def2-TZVPD.

Geometry (Å):
F1 -5.35117 4.32378 2.82625
S1 -3.95627 4.87696 2.55009
Cl1 -4.04709 6.79723 2.82210
C1 -3.91001 4.68135 0.62561
F2 -2.73821 4.12313 0.41844
F3 -3.99797 5.86229 0.07809
F4 -4.88453 3.87838 0.28370
C2 -2.85704 2.35311 -2.13715
O1 -2.44042 2.59430 -3.47615
P1 -1.45887 1.56587 -4.18647
O2 -1.78785 0.15578 -3.98765
O3 0.00922 1.96363 -3.71776
C3 0.48870 1.51816 -2.44619
O4 -1.49834 2.11613 -5.64880
C4 -0.68732 1.45346 -6.63871
H1 -3.94301 2.25514 -2.12015
H2 -2.41730 1.44540 -1.72214
H3 -2.55923 3.20089 -1.54097
H4 0.06928 0.54636 -2.18265
H5 0.23993 2.25496 -1.67883
H6 1.56897 1.42627 -2.51018
H7 -1.22969 0.60220 -7.04469
H8 0.26055 1.12033 -6.21672
H9 -0.49066 2.16958 -7.43016
C5 3.07825 -5.50525 -4.82484
O5 1.77727 -5.06724 -5.23739
P2 1.22495 -3.67901 -4.72453
O6 2.17121 -2.56296 -4.76998
O7 0.61085 -3.95676 -3.27890
C6 1.48764 -4.02276 -2.14926
O8 -0.06109 -3.54746 -5.61006
C7 -0.87254 -2.37598 -5.41492
H10 3.70081 -5.63089 -5.70748
H11 3.55830 -4.79311 -4.15459
H12 2.97491 -6.46400 -4.31947
H13 2.34535 -3.36024 -2.27084
H14 1.82833 -5.04899 -2.00824
H15 0.93256 -3.71558 -1.26661
H16 -0.47859 -1.55786 -6.01377
H17 -0.90208 -2.07861 -4.37091
H18 -1.88151 -2.61091 -5.74151
C8 2.58617 -7.31441 4.30023
O9 1.73442 -7.84912 3.27911
P3 0.99667 -6.86933 2.28636
O10 1.81824 -5.78701 1.74243
O11 -0.31491 -6.38024 3.05194
C9 -0.20880 -5.33706 4.02286
O12 0.40747 -7.88212 1.24308
C10 -0.37926 -7.32407 0.18097
H19 3.59271 -7.69750 4.15129
H20 2.61808 -6.22559 4.28018
H21 2.21482 -7.64825 5.26758
H22 0.57908 -4.62990 3.75992
H23 -0.01157 -5.76587 5.00608
H24 -1.15933 -4.81035 4.05244
H25 0.27390 -6.99691 -0.62630
H26 -0.97498 -6.48221 0.53363
H27 -1.04853 -8.09699 -0.18471
C11 -0.98074 7.65584 6.32096
O13 -0.51058 7.80374 4.97121
P4 0.43191 6.69369 4.35202
O14 -0.00616 5.31191 4.57376
O15 1.90081 7.01825 4.84604
C12 2.31764 6.61371 6.16031
O16 0.47475 7.16614 2.85327
C13 1.29192 6.40898 1.94237
H28 -2.06813 7.61652 6.31308
H29 -0.59932 6.75092 6.79178
H30 -0.66001 8.52334 6.89313
H31 1.82828 5.68786 6.46313
H32 2.09684 7.40619 6.87514
H33 3.39071 6.45158 6.13291
H34 0.73124 5.55494 1.56455
H35 2.20389 6.06175 2.42508
H36 1.55649 7.06455 1.11850

As for the net charge: +1. The value obtained for the LUMO energy is -0.217 Eh. The total energy is -118207.4745 eV. The value obtained for the HOMO energy is -11.452 eV. For the HOMO-LUMO gap, the calculation gives 5.5 eV.

Here is a molecular structure, C25H31AsClNO4PPdS3 at a distorted geometry from the OMol25 dataset. Energies are from wB97M-V/def2-TZVPD.

Geometry (Å):
Pd1 0.14380 0.21060 -0.57120
C1 -0.40060 1.89700 5.38120
C2 0.68770 2.12960 4.34980
O1 0.81600 0.98690 3.50030
P1 0.55900 1.01820 1.93960
S1 1.21440 -0.79500 1.37930
S2 -1.25870 1.86480 1.51460
O2 1.64430 2.14260 1.48630
C3 1.46840 3.13960 0.48520
C4 2.72630 3.98890 0.44670
H1 -0.58060 2.81940 5.92780
H2 -0.10580 1.11590 6.07700
H3 -1.31780 1.58210 4.89010
H4 1.66010 2.26150 4.83160
H5 0.46410 3.01480 3.74650
H6 0.59720 3.75800 0.73710
H7 1.29600 2.66320 -0.49900
H8 2.92480 4.39630 1.43410
H9 2.59860 4.81120 -0.25200
H10 3.57800 3.38810 0.13930
O3 -1.92590 -1.15430 2.49010
C5 -1.95030 -1.20950 1.26580
O4 -1.91730 -0.21450 0.45790
C6 -2.08020 -2.53660 0.58820
C7 -2.67880 -3.56510 1.31980
C8 -2.92290 -4.79580 0.75220
C9 -2.55620 -5.04660 -0.57910
C10 -1.93010 -4.05650 -1.30680
C11 -1.66280 -2.80360 -0.74830
S3 -0.77270 -1.73620 -1.77610
H11 -2.97180 -3.34950 2.33580
H12 -3.41980 -5.56190 1.32970
H13 -2.74990 -6.00190 -1.04090
H14 -1.61750 -4.23340 -2.32570
C12 -3.07420 1.74190 -1.57310
As1 -1.18140 1.67440 -2.04120
C13 -1.34240 1.11330 -3.92290
C14 -0.74020 3.62880 -2.24990
C15 -1.57210 4.26920 -3.30090
C16 -1.08300 4.44120 -4.59250
C17 -1.87360 5.01870 -5.56980
C18 -3.17270 5.39730 -5.27900
C19 -3.67050 5.22510 -3.99930
C20 -2.86910 4.68480 -3.01230
H15 -3.68910 2.10560 -2.39880
H16 -3.20660 2.37580 -0.69480
H17 -3.38660 0.73500 -1.29640
H18 -2.13350 1.67250 -4.42140
H19 -1.58680 0.05050 -3.94280
H20 -0.40180 1.26310 -4.45270
H21 0.32570 3.70070 -2.49130
H22 -0.92340 4.08030 -1.26950
H23 -0.07410 4.12610 -4.82130
H24 -1.47920 5.17730 -6.56210
H25 -3.79700 5.82940 -6.04360
H26 -4.68510 5.51580 -3.77760
H27 -3.23620 4.58760 -2.00140
Cl1 6.00120 0.85170 -0.94440
C21 4.51620 0.50800 -1.75850
C22 4.53770 0.12150 -3.10650
C23 3.29500 -0.17360 -3.68950
C24 2.14460 -0.04660 -2.96260
N1 2.13920 0.36160 -1.66340
C25 3.33700 0.61770 -1.07080
H28 5.45700 0.05010 -3.65760
H29 3.25230 -0.51380 -4.71180
H30 1.17080 -0.26430 -3.39110
H31 3.31980 0.90340 -0.02850

As for the net charge: 0. The value obtained for the LUMO energy (alpha / beta) is -0.064 / -0.074 Eh. The total energy is -154744.2690 eV. The value obtained for the HOMO energy (alpha / beta) is -7.286 / -6.881 eV. For the HOMO-LUMO gap (alpha / beta), the calculation gives 5.5 / 4.9 eV. The relative energy (zero: lowest compared OMol25 entry of this formula, charge and spin) is 47.4 kcal per mole. The multiplicity is 2.